# 1
Entry from the Open Molecules 2025 dataset: an isolated ion of composition C5H12NS and charge +1 at a distorted geometry (ωB97M-V/def2-TZVPD).

Results
Kohn-Sham gap   10.3 eV
Energy above the lowest of the compared OMol25 structures with the same formula, charge and spin   63.2 kcal per mole
Multiplicity   1
DFT total energy   -17695.94517 eV
Charge   +1

Geometry as XYZ:
```
19
Properties=species:S:1:pos:R:3:forces:R:3
H 1.94494 1.33085 0.75079 0.0137 -0.9312 -0.9206
H 0.68594 -0.55539 -1.40217 0.5994 0.9926 3.0855
C 1.50642 -1.68525 0.10202 3.3864 2.7266 0.9717
H -2.86601 0.95697 1.40649 0.1123 0.6619 -1.7301
S -1.68571 -1.47347 0.26951 0.7385 0.9510 -0.3461
N 0.92351 -0.35414 -0.30831 -0.4491 -1.5021 -4.0156
C 1.98937 0.78603 -0.23378 0.4054 -2.5830 1.9462
H 1.87998 1.47021 -1.01238 -0.4410 0.9316 -1.3325
C -1.78937 0.28915 -0.35944 3.2445 -3.3077 0.2239
H -1.71391 0.23007 -1.49533 0.0266 0.5234 1.6661
C -2.70574 1.23683 0.30536 1.7594 0.1085 1.5967
H 1.94836 -1.54315 1.11914 -0.8811 -0.3331 -0.4720
H -2.18514 2.18991 0.16102 -0.4346 0.2915 0.6152
H 0.71989 -2.34713 0.03993 -1.0239 -1.9410 -0.1938
C -0.35415 -0.28419 0.42316 -3.1916 2.4837 -1.4292
H -0.06001 0.11278 1.37613 -0.6716 0.1719 0.6589
H -3.57983 1.28780 -0.26821 -1.6292 -0.0041 -0.4252
H 2.41100 -1.80597 -0.50722 -0.6290 -0.7365 -0.2423
H 2.93047 0.15810 -0.36673 -0.9351 1.4959 0.3432
```
Forces are in eV/Å.

Löwdin atomic charge list, values in e, 6 entries: atom 1 (H): 0.1273, atom 2 (H): 0.2451, atom 3 (C): -0.0137, atom 4 (H): 0.1248, atom 5 (S): 0.9195, atom 6 (N): -0.2186



# 2
Entry from the Open Molecules 2025 dataset: C18H26BiBr2N3O3S as an isolated structure at a distorted geometry (ωB97M-V/def2-TZVPD).

Results
Kohn-Sham gap   6.8 eV
Energy above the lowest of the compared OMol25 structures with the same formula, charge and spin   11.2 kcal per mole
Multiplicity   1
DFT total energy   -186444.83903 eV
Charge   +2

Geometry as XYZ:
```
54
Properties=species:S:1:pos:R:3:forces:R:3
Br 0.39915 -6.66345 0.89909 -0.3237 0.0273 -0.2839
S 1.04982 0.85891 1.58818 0.6457 0.9028 -0.4339
O -2.78248 0.67490 0.30910 -0.8818 1.5595 -1.1427
O 1.29070 -1.02267 -1.07862 -0.4123 1.6829 -0.4559
H -1.43214 -1.17812 -3.89681 0.2375 -0.2731 0.1050
C 2.03076 2.23002 0.85939 -0.7823 -0.0120 0.6385
H -2.86261 2.81700 0.52433 0.0429 -0.2032 0.0176
C -0.01465 -2.59186 0.19271 0.3325 1.1927 -1.2309
H -1.77152 -5.06690 1.68285 -0.0366 -1.3163 0.5786
Bi -0.24165 0.38599 -0.62662 0.1033 -1.1833 0.8984
C -1.76108 -1.72630 -3.01053 0.5605 0.6616 0.0405
H 0.25650 3.44953 2.68566 -0.1763 0.0197 -1.2437
H -2.93906 -3.11568 2.73472 0.8657 0.5072 -0.9709
C 2.47502 4.70131 0.90041 -0.4941 -0.7182 1.6890
H 2.32880 5.17503 -0.03261 0.0842 0.3345 -1.0927
C 3.66076 2.77268 -0.92214 -1.2613 0.9830 -0.1593
H 3.59900 0.19257 1.17095 0.2382 -0.0353 -1.4695
H 4.04156 2.07744 -1.64182 -0.0160 -0.1276 -0.7045
H 4.46522 3.41655 -0.64572 0.7482 0.1894 0.6834
C 1.10836 -2.25674 -0.69362 -1.7764 -1.1357 1.1725
H -2.29253 -0.82142 1.74695 0.3642 -0.8294 0.0004
H -3.75287 -1.59823 -0.94216 0.9123 -0.0344 0.4023
C 0.26605 3.66218 1.57191 0.0234 1.1193 2.0980
C 1.52913 -4.61008 -0.64691 0.0285 -1.1729 0.0868
N -0.78450 -1.54567 0.56427 -0.2072 0.0616 0.5378
C -3.14433 1.90351 1.05615 1.7199 -1.3433 0.4237
H -2.60839 1.76744 2.01397 -0.1612 0.5261 -0.4624
O -2.07850 -0.72895 -2.00983 -1.0997 -0.1678 0.3924
H -4.18472 1.89712 1.26886 -0.9856 0.0048 0.0393
H -3.69834 1.42183 -1.45754 0.2583 0.3760 -0.2643
C -1.74294 -1.74264 1.48649 -0.7603 2.1164 -0.2783
H -0.98891 -2.36607 -2.58486 0.0455 -0.0994 -0.3081
H 3.52699 4.54702 1.17651 -0.4358 -0.3526 -0.3854
C 1.89346 -3.28940 -1.04531 0.2665 -1.5339 0.4675
C -3.45923 -0.73513 -1.55331 0.8190 -0.0138 1.1710
H -0.42747 3.02226 1.06387 -0.3803 -0.1027 -0.1198
H -2.61532 -2.30724 -3.29558 -0.5470 -0.3195 0.1073
H -0.03407 4.71120 1.48575 0.0803 -0.2217 -0.3030
H -4.10285 -0.87557 -2.36313 -0.9705 0.4143 -1.7378
H 2.16468 -5.45926 -0.88433 0.2905 0.4480 -0.2258
Br 3.58445 -3.02528 -1.76966 0.1670 0.1179 -0.4556
C -3.74225 0.55238 -0.82144 0.4756 -0.6491 1.2827
C 0.44169 -4.95216 0.11347 1.2480 0.8961 -0.1038
C -1.39573 -4.10590 1.50413 -1.7045 3.5908 -0.1743
H 2.90800 3.46305 -1.34627 0.1759 -0.7311 -0.0006
N 3.09765 1.93604 0.14802 0.7437 0.7077 -0.6688
C -0.36910 -3.88411 0.59336 0.5122 -1.2753 0.3119
H 2.07775 5.35749 1.65412 0.0244 0.5429 0.2901
H 3.59218 0.11724 -0.70176 -0.8003 -1.0452 -0.5429
C 3.80931 0.67190 0.17345 -0.2655 -0.5550 2.4070
H -4.71771 0.53008 -0.32648 -0.0919 -0.1833 -0.4378
C -2.12826 -2.96199 1.97606 0.8109 -2.7569 0.4083
N 1.60890 3.49230 1.06260 1.1178 -1.1827 -0.9461
H 4.86731 0.82583 0.08975 0.6281 0.5922 0.3531
```
Forces are in eV/Å.

Löwdin atomic charge list, values in e, 6 entries: atom 1 (Br): 0.8685, atom 2 (S): 0.6107, atom 3 (O): -0.3853, atom 4 (O): -0.3540, atom 5 (H): 0.1101, atom 6 (C): -0.6191



# 3
Entry from the Open Molecules 2025 dataset: one molecule with the formula C23H26N2O4 (ωB97M-V/def2-TZVPD).

Results
Kohn-Sham gap   8.9 eV
Energy above the lowest of the compared OMol25 structures with the same formula, charge and spin   3.8 kcal per mole
Multiplicity   1
DFT total energy   -35445.77284 eV
Charge   0

Geometry as XYZ:
```
55
Properties=species:S:1:pos:R:3:forces:R:3
H -3.13525 -1.72272 -1.20922 0.0487 -0.0821 -0.0412
H -5.59011 3.96531 -1.05784 -0.0830 0.0119 -0.0361
C 0.35930 -1.93010 0.53766 0.3446 0.0734 0.2073
C -2.11337 -1.61821 0.68286 -0.1103 -0.2318 -0.5371
H 5.65592 -2.85403 -1.32190 -0.2292 0.0204 0.0406
C -4.49397 0.33775 0.03812 -0.4084 -0.3079 -0.0254
C 6.07673 1.62124 0.00096 -0.1249 -0.2475 -0.0576
C 1.37087 -2.41387 -0.28835 0.1529 0.0661 0.0366
C -5.49860 2.58101 0.59636 -0.3315 -0.0813 -0.0824
C 5.27601 -0.98294 -0.58711 0.0964 0.6325 0.0720
H -4.73400 2.36327 -2.76248 0.0868 0.0362 -0.0073
H -6.27773 3.08541 1.17188 0.0579 0.0545 0.0561
N 4.92693 -2.29342 -0.89484 0.4454 -0.3784 -0.1712
C 2.69777 -2.35872 0.11215 -0.4041 -0.0952 0.3179
H 7.34242 -1.49948 -0.33487 0.0676 -0.0887 0.0322
C 3.72991 -2.95311 -0.77844 0.0653 -0.1227 -0.0653
H 4.02343 2.14729 -0.30056 -0.0739 0.0458 -0.0077
H -5.64656 0.28074 -1.77829 -0.0660 -0.0849 -0.0391
C 6.53928 2.98448 0.32367 0.4987 0.3053 0.1382
H 1.13587 -2.83885 -1.25423 -0.0283 -0.0767 -0.0961
H -3.52432 -3.01066 -0.06589 0.0737 -0.0182 -0.0798
H 5.92054 4.76951 0.54034 0.1846 -0.2561 -0.0174
H 3.31734 -0.14065 -0.84491 -0.0496 0.0351 -0.0270
H -3.61179 2.52367 -1.40828 0.0721 0.0397 -0.0337
N -0.95224 -2.00361 0.06662 0.0621 -0.1671 -0.3526
C -5.56558 1.07702 0.84249 0.3880 0.1875 0.0618
H -5.46351 -1.58113 -0.14785 -0.0506 -0.0164 0.0121
C 6.61709 -0.69902 -0.31658 -0.1876 -0.1049 -0.0190
C -5.66497 2.88914 -0.88779 0.2977 0.1274 0.0979
C 3.02324 -1.85336 1.36832 -0.0065 -0.1041 -0.0783
C -3.34029 -1.93613 -0.15896 -0.3751 0.1331 0.2809
H 4.04957 -1.84222 1.70198 0.0943 0.0291 0.0152
C -4.67384 0.65431 -1.44774 0.3447 0.1657 0.1277
H -1.04149 -2.44043 -0.84094 -0.1242 0.1199 0.1770
O 3.56909 -4.01508 -1.34367 -0.1317 -0.0227 -0.0358
C 4.74349 1.34469 -0.29507 0.2364 0.0516 0.0749
H -4.53239 2.95884 0.93835 0.0400 0.0577 0.0599
H -3.90552 0.15534 -2.04244 -0.0295 -0.0863 -0.0599
O -2.16345 -1.10425 1.77479 -0.0315 0.1415 0.3110
H -5.42687 0.87300 1.90588 -0.0552 -0.0851 0.0377
H -0.08466 -1.03182 2.42868 -0.0133 0.0066 0.0042
H -6.65558 2.56624 -1.21682 -0.0809 0.0239 -0.0374
O 7.68274 3.28161 0.56957 -0.0414 -0.0682 -0.0146
H -4.65224 -1.31306 1.40086 -0.0705 -0.0498 -0.0138
O 5.55413 3.89868 0.32188 -0.4848 0.1515 -0.0520
C 0.69289 -1.40509 1.78414 -0.1665 0.0579 0.0874
C 2.01570 -1.38254 2.18970 0.1277 -0.0701 -0.0955
C 4.34670 0.05872 -0.59392 0.0406 -0.1081 -0.1167
H -6.55221 0.70481 0.55459 -0.0917 -0.0737 0.0069
H -3.51301 0.70002 0.36231 0.0273 0.0450 0.0176
C 7.01144 0.58659 -0.02181 -0.1249 0.3028 -0.0135
H 8.04307 0.81589 0.19676 0.0833 0.0080 0.0151
C -4.56915 -1.16670 0.32238 0.3130 0.1477 -0.0162
C -4.59999 2.15808 -1.69777 -0.2813 -0.0791 -0.1516
H 2.26122 -0.99146 3.16526 0.0069 0.0293 0.0930
```
Forces are in eV/Å.

Löwdin atomic charge list, values in e, 6 entries: atom 1 (H): 0.1070, atom 2 (H): 0.1064, atom 3 (C): -0.2018, atom 4 (C): -0.4534, atom 5 (H): 0.1595, atom 6 (C): -0.3393



Question: Among the records above, which one has the highest charge?
Answer: C18H26BiBr2N3O3S